7
Properties=species:S:1:pos:R:3 method="wB97M-V/def2-TZVPD" multiplicity=1 total_charge=+1 e_lumo_ev="-8.37 / -8.32" orbital_gap_ev="5.38 / 5.44" max_force_ev_per_a=7.94
C -0.74010 -0.08299 0.10672
O 2.28924 0.23908 -0.33797
O -2.43806 -0.94408 -0.35792
Al 0.64188 1.15619 -0.26479
C -1.81168 0.30225 -0.52557
C 3.19426 -0.43731 -0.43325
O -0.20295 0.63756 1.15863

***

91
Properties=species:S:1:pos:R:3 method="wB97M-V/def2-TZVPD" multiplicity=4 total_charge=+2 e_lumo_ev="-6.42 / -8.35" s2=3.776 orbital_gap_ev="6.93 / 5.04" max_force_ev_per_a=3.87
H 1.79416 -2.83206 1.35220
H 1.85360 -1.64565 -2.54627
C -1.87220 -0.49119 -1.83372
C 3.44304 1.65504 -12.75158
H 4.41676 3.58337 -5.72095
H -1.69202 -1.19604 0.24995
C -0.23827 -5.19779 -10.83259
H 1.02919 -4.52185 -9.20163
C 1.90421 -0.97797 -1.68883
C 3.57514 2.54013 -11.67955
C 1.91881 -0.27939 3.49158
H -3.82468 -4.00330 -5.38050
H -1.64698 1.54884 -4.26797
H 2.65551 -0.20255 -1.85918
H -3.15299 -2.60901 -3.44552
H 2.66126 5.35216 -5.65489
H 0.39744 2.63646 -0.65087
C 2.47522 4.42433 -6.19110
Re 0.15382 0.08572 -1.37195
H -1.71124 -5.66789 -12.36347
H 1.75747 -0.83940 -11.11284
H -2.99483 -0.02728 -3.62114
C 1.28408 4.26045 -6.89923
H 3.97818 1.44129 -6.91397
H -3.42230 0.96660 0.01878
H 2.12600 -1.52137 -0.76036
C -2.33040 0.92071 0.21090
C 0.02645 0.58820 -8.92952
C -0.87218 -0.41231 3.30582
H 0.37100 -6.08674 -11.03959
H 0.54819 5.05963 -6.94542
C 1.03852 3.07327 -7.58595
C -2.65894 0.48162 -2.70969
H -2.59656 -3.78196 -7.55813
H 1.88050 -0.98327 4.33924
H 1.90996 0.43033 0.53677
H 2.93057 -0.25774 3.07773
C 3.08894 2.21606 -10.40443
C 0.14764 -4.30771 -9.81082
C -0.49177 1.83029 -2.49970
H -1.95096 -1.52138 -2.16720
H -2.91734 -3.49440 -12.05222
H 4.03829 3.51593 -11.82713
C -1.54985 -1.63793 -4.50140
H 2.61371 -0.23046 -13.35875
C -1.63651 -2.81186 -10.45094
H -0.91063 0.66663 3.52855
C -2.32858 -3.16903 -6.69840
C 2.44448 0.99040 -10.16587
C 2.76846 0.44631 -12.52275
H -1.11567 -1.09815 -3.66572
H 0.51010 1.27222 1.03009
C -1.71818 -0.32317 -0.41456
C 0.81218 0.30447 0.59571
H -2.20701 0.86106 1.30212
H 3.18923 2.93726 -9.58857
C -1.28151 -2.24230 -6.78049
C -2.62746 -2.51811 -4.39273
H -1.92015 -0.37200 -8.78578
C -1.73285 2.24058 -0.29568
H 0.11232 2.96727 -8.14607
H -1.84444 -0.70882 2.89500
C 3.45505 3.42577 -6.20928
C -0.44368 2.08340 -1.08381
C -0.59999 -3.13090 -9.55954
C -3.01774 -3.28518 -5.48897
C 0.80182 -2.62153 1.77754
C -1.38245 -4.94266 -11.60393
H -3.59586 0.83102 -2.25819
H 3.83874 1.91524 -13.73770
H 0.68495 -3.20689 2.70420
H -0.22068 1.40777 -9.61194
C 3.21883 2.22803 -6.88388
H -0.21973 -0.58987 -5.81493
C -0.83526 -0.42489 -8.66487
Si 0.62878 -0.80476 2.21766
H 0.27192 2.27104 -3.13451
C 1.99607 2.05057 -7.56593
C -1.83668 1.66474 -3.19263
H -2.12151 -1.84181 -10.39411
C -2.06173 -3.73438 -11.41883
H -2.51626 2.77472 -0.86460
H -1.48982 2.85155 0.58410
H 1.68340 0.72293 3.87068
C 2.28082 0.11026 -11.25347
P 1.75171 0.47134 -8.45943
H 0.04941 -2.96974 1.05873
C -0.95041 -1.39819 -5.71380
H -2.49285 2.54112 -3.10746
P -0.11801 -1.98268 -8.16062
H -0.72515 -0.93568 4.26817

***

13
Properties=species:S:1:pos:R:3 method="wB97M-V/def2-TZVPD" multiplicity=1 total_charge=+1 e_lumo_ev=-5.73 orbital_gap_ev=7.94 max_force_ev_per_a=6.10
N -0.44806 0.99420 -0.47814
H 0.43220 -0.26676 -1.56460
H 2.86894 -1.41528 -0.65850
H -0.64187 1.50945 0.39570
H -1.22338 0.86593 -1.07360
C 0.53929 0.13159 -0.61461
H -3.41090 0.25775 1.35373
H 1.34515 0.09707 1.33907
S -2.85310 -0.16591 0.14278
C 1.43186 -0.19330 0.35003
H -3.64981 0.60638 -0.59410
H 3.08608 -1.34806 1.15323
C 2.52359 -1.07305 0.24902